No. 1
C6H11N | wB97M-V/def2-TZVPD

Last column: Löwdin charge in e.
Cartesian coordinates (Å):
H  -0.314  0.311  -2.690  0.0507
H  -0.894  1.163  -1.272  0.0339
C  -1.732  0.108  1.115  -0.0545
H  -2.750  -0.174  0.659  0.1143
H  -1.690  -0.087  2.143  0.0467
N  3.195  1.457  0.336  0.0392
C  -0.700  -0.912  -0.978  -0.1833
C  -0.562  -0.716  0.540  -0.3742
H  0.629  0.749  -1.471  -0.0050
H  -0.078  -1.669  -1.241  0.0543
H  -1.700  -1.404  -1.129  0.1202
H  2.840  1.989  1.147  0.0990
H  1.387  -1.539  0.686  0.0640
H  0.605  -0.593  2.220  0.0759
C  3.107  0.782  -0.595  -0.0785
C  -0.313  0.445  -1.674  -0.0412
H  -1.585  1.110  1.026  0.0325
C  0.555  -1.021  1.179  0.0060

- energy above the lowest of the compared OMol25 structures with the same formula, charge and spin (kJ/mol) = 312.7
- charge = 0
- highest occupied orbital energy (Ha) = -0.3424
- gap between HOMO and LUMO (eV) = 10.20
- total energy (Ha) = -289.852571
- molecular weight (g mol⁻¹) = 97.16

No. 2
C6H11N | wB97M-V/def2-TZVPD

Last column: Löwdin charge in e.
Cartesian coordinates (Å):
C  -0.144  0.725  1.111  -0.2491
H  -1.783  0.792  -1.618  0.0651
H  0.545  -1.913  -0.874  0.1135
H  2.102  1.061  -0.442  0.0724
C  2.196  0.228  0.260  -0.0850
H  0.906  -1.109  1.355  0.1315
H  -0.919  0.339  1.788  0.1181
H  2.709  0.601  1.153  0.0786
C  -1.380  -0.996  -0.579  -0.2053
H  2.820  -0.548  -0.196  0.0779
C  0.126  -0.920  -0.672  -0.1783
H  0.382  -0.269  -1.517  0.1167
H  -0.961  2.410  1.022  0.0519
N  -0.145  1.912  0.663  0.1133
H  -1.810  -1.821  -0.012  0.1016
C  -2.188  -0.066  -1.083  -0.0095
C  0.811  -0.322  0.594  -0.3680
H  -3.267  -0.103  -0.955  0.0544

- energy above the lowest of the compared OMol25 structures with the same formula, charge and spin (kJ/mol) = 118.2
- charge = 0
- SMILES string = [H]/N=C/[C@H](C)CC=C
- highest occupied orbital energy (Ha) = -0.3498
- gap between HOMO and LUMO (eV) = 10.64
- total energy (Ha) = -289.926675
- molecular weight (g mol⁻¹) = 97.16